Entry 1:
The following is a DFT calculation (ωB97M-V with the def2-TZVPD basis set) of 2 unconnected molecules or ions with the total composition C11H14BrN2 at a distorted geometry.

HOMO energy: -11.24 eV
Calculated total energy: -84645.031 eV
Total charge: +1
Multiplicity: 1

Each line ends with the Mulliken charge.
CARTESIAN COORDINATES (ANGSTROEM)
C 1.9892 0.9911 2.7773  -0.64
C 0.9003 1.2127 3.5719  -0.46
C -0.4202 -0.1520 2.0504  -0.72
C 1.9487 0.1594 1.6673  0.58
C 0.6884 -0.3848 1.3536  0.95
C -0.2964 0.6003 3.2664  -0.32
C -0.6331 -0.6285 -0.7927  0.29
C -2.1901 1.0593 -2.7279  0.55
C 3.2566 -0.1295 1.0233  -1.61
C -2.9124 -0.0523 -3.1244  -1.02
C 0.4639 -1.2765 0.0559  -0.78
N -0.4809 0.4853 -1.3053  -0.44
N -2.2104 2.2872 -3.0546  -0.29
Br -1.8923 0.5242 4.3304  -0.18
H 2.9727 1.3756 3.0876  0.28
H 1.0208 1.9118 4.3818  0.44
H -1.2052 -0.7366 1.7744  0.59
H -1.6253 -1.2247 -0.7164  0.24
H 3.9590 0.3547 1.6058  0.48
H 3.4077 -1.2371 1.1399  0.34
H 3.3746 0.1272 0.0404  0.41
H -3.6362 0.0090 -3.9351  0.39
H -2.1122 -0.9279 -3.3445  0.31
H -3.3556 -0.4117 -2.2035  0.32
H 1.4312 -1.0526 -0.5365  0.32
H 0.3123 -2.2672 0.3677  0.38
H -2.8134 2.6975 -3.8544  0.31
H -1.6448 2.8608 -2.4175  0.30

=====

Entry 2:
The following is a DFT calculation (ωB97M-V with the def2-TZVPD basis set) of 4 unconnected molecules or ions with the total composition C26H61N3O12P3S2 at a distorted geometry.

HOMO energy: -9.76 eV
Calculated total energy: -106519.734 eV
Total charge: +1
Multiplicity: 1

Each line ends with the Mulliken charge.
CARTESIAN COORDINATES (ANGSTROEM)
C 2.6048 3.5791 -1.5456  -1.54
C 2.7777 2.1463 -2.1028  0.06
C 3.4140 2.2451 -3.5054  -0.96
C 4.2982 1.0467 -3.9231  -0.11
N 4.7486 0.0514 -2.9369  0.10
C 5.3106 -0.8877 -3.5693  0.49
C 5.9505 -2.0487 -2.8546  -0.62
N 5.6540 -2.0598 -1.4352  -0.33
C 4.4286 -2.7852 -1.0581  -0.65
C 5.2679 -0.6994 -5.0784  -1.58
C 4.0279 0.2819 -5.2330  0.30
C 2.7544 -0.5530 -5.3783  -0.67
C 1.6108 0.1824 -6.1210  -1.08
C 0.6422 1.0028 -5.2307  0.00
S -1.0703 0.8599 -5.9111  -0.20
C -2.1224 0.8163 -4.4501  -0.03
S -3.4203 1.7996 -4.4450  -0.21
N -1.8083 -0.0352 -3.4219  0.49
C -2.7163 0.1169 -2.2871  -0.28
C -2.3724 -0.7752 -1.0866  -1.16
C -1.6419 -1.4399 -3.8518  -0.99
C -0.1782 -1.9006 -3.5666  -0.77
H 2.3959 3.5400 -0.4756  0.40
H 1.7878 4.1178 -2.0249  0.32
H 3.5310 4.1420 -1.6654  0.41
H 1.8047 1.6536 -2.0977  -0.03
H 3.4101 1.6369 -1.3708  0.23
H 4.0411 3.1346 -3.5154  0.70
H 2.6338 2.4136 -4.2449  0.11
H 5.2506 1.5429 -4.1681  0.09
H 4.6887 0.0407 -1.9204  0.45
H 5.6695 -2.9940 -3.3329  0.39
H 7.0276 -1.8683 -2.9373  0.38
H 6.4451 -2.3907 -0.9079  0.29
H 3.6770 -2.5952 -1.8281  0.19
H 4.5797 -3.8673 -0.9782  0.32
H 4.0788 -2.4203 -0.0797  0.22
H 5.0423 -1.6374 -5.5758  0.46
H 6.1507 -0.1593 -5.4213  0.41
H 4.2820 0.9514 -6.0515  0.76
H 2.4293 -1.0136 -4.4445  0.18
H 3.0200 -1.3975 -6.0240  0.25
H 1.9779 0.7818 -6.9535  0.38
H 1.0012 -0.6075 -6.5684  0.61
H 0.6954 0.6841 -4.1946  -0.28
H 0.8806 2.0601 -5.3406  0.54
H -3.7692 -0.0151 -2.5437  0.39
H -2.6218 1.1481 -1.9465  0.00
H -3.2601 -1.3649 -0.8503  0.31
H -1.5163 -1.4332 -1.2331  0.28
H -2.1731 -0.1778 -0.1976  0.34
H -1.7709 -1.5635 -4.9246  0.54
H -2.3574 -2.1106 -3.3803  0.29
H 0.3534 -1.1253 -3.0126  0.09
H 0.3416 -2.0243 -4.5169  0.32
H -0.1334 -2.8091 -2.9653  0.53
C -2.1780 4.2619 -1.0184  -0.73
O -3.5069 4.3944 -0.5000  -0.30
P -3.7206 3.8405 1.0676  0.98
O -3.5421 2.3733 0.8565  -0.57
O -5.2889 4.2837 1.0460  -0.34
C -5.6660 5.5728 0.5329  -0.73
O -3.6540 3.8475 2.7334  -0.24
C -3.8438 5.1035 3.4161  -0.69
H -2.1464 4.7219 -2.0040  0.30
H -1.4554 4.7616 -0.3723  0.35
H -1.9235 3.2056 -1.1123  0.21
H -6.0156 5.4678 -0.4930  0.26
H -4.8378 6.2804 0.5602  0.35
H -6.4771 5.9608 1.1470  0.27
H -4.9097 5.3122 3.5185  0.27
H -3.3584 5.9243 2.8876  0.32
H -3.4048 5.0206 4.4073  0.25
C 3.9784 -1.7825 5.1250  -0.72
O 2.8356 -1.1369 4.5409  -0.29
P 2.1437 -1.9057 3.2229  1.00
O 3.2218 -1.7068 2.2049  -0.64
O 1.0123 -0.7378 3.1555  -0.29
C 0.3425 -0.2985 4.3591  -0.81
O 1.1614 -2.9533 2.3723  -0.42
C -0.0555 -3.3790 3.0267  -0.76
H 4.2611 -1.2213 6.0127  0.25
H 3.7393 -2.8045 5.4179  0.33
H 4.8131 -1.7836 4.4239  0.28
H 0.8078 0.6178 4.7196  0.38
H 0.3830 -1.0585 5.1375  0.37
H -0.7015 -0.0966 4.1236  0.24
H -0.8277 -2.6287 2.9016  0.27
H 0.1053 -3.5600 4.0895  0.35
H -0.3850 -4.3070 2.5624  0.40
C -4.7791 -0.5155 4.5257  -0.81
O -4.0149 -1.7164 4.7516  -0.26
P -3.5344 -1.9973 6.3377  1.13
O -2.5297 -0.8944 6.4456  -0.66
O -2.8266 -3.4055 5.8892  -0.34
C -3.5510 -4.3406 5.0766  -0.75
O -3.4793 -2.4334 7.9541  -0.34
C -4.2657 -3.5643 8.3783  -0.63
H -5.0903 -0.5082 3.4841  0.26
H -5.6665 -0.4974 5.1596  0.34
H -4.1665 0.3640 4.7164  0.35
H -3.2483 -4.2297 4.0350  0.23
H -4.6286 -4.1987 5.1533  0.38
H -3.3068 -5.3477 5.4126  0.31
H -3.7255 -4.4902 8.1728  0.22
H -5.2357 -3.5879 7.8810  0.31
H -4.4281 -3.4830 9.4506  0.27

=====

Entry 3:
The following is a DFT calculation (ωB97M-V with the def2-TZVPD basis set) of 2 unconnected molecules or ions with the total composition CH5S2 at a distorted geometry.

HOMO energy: -2.57 eV
Calculated total energy: -22788.555 eV
ΔE to the lowest compared entry with this formula, charge and spin: 24.31 kcal per mole
Total charge: -1
Multiplicity: 1

Each line ends with the Mulliken charge.
CARTESIAN COORDINATES (ANGSTROEM)
S 0.0713 1.5480 -1.8569  -0.82
H -1.2639 1.2560 -1.3499  -0.05
C 0.6315 -0.5954 0.5585  -0.58
S -0.8851 0.2565 1.1757  -0.19
H 0.8914 0.0179 -0.2017  0.15
H 1.4757 -0.6718 1.3676  0.23
H 0.4381 -1.6179 0.2597  0.24
H -1.3590 -0.1933 0.0470  0.03

=====

Entry 4:
The following is a DFT calculation (ωB97M-V with the def2-TZVPD basis set) of a single C4H5NO2 molecule.

HOMO energy: -9.83 eV
Calculated total energy: -9812.196 eV
ΔE to the lowest compared entry with this formula, charge and spin: 48.87 kcal per mole
Total charge: 0
Multiplicity: 1

Each line ends with the Mulliken charge.
CARTESIAN COORDINATES (ANGSTROEM)
O 1.5058 1.6195 0.4347  -0.44
C 1.9028 0.4816 0.3721  0.12
C 1.0088 -0.6762 -0.0899  0.36
O 1.4348 -1.6882 -0.6056  -0.56
N -0.2635 -0.4232 0.3109  -0.09
C -1.5315 -0.6778 -0.2905  -0.29
C -1.0570 0.7308 0.0086  -0.39
H 2.9239 0.1983 0.6749  0.36
H -2.2906 -1.0917 0.3660  0.21
H -1.4990 -1.1287 -1.2841  0.25
H -0.7651 1.3928 -0.8039  0.22
H -1.3693 1.2628 0.9068  0.25

=====

Entry 5:
The following is a DFT calculation (ωB97M-V with the def2-TZVPD basis set) of 2 unconnected molecules or ions with the total composition C4H8N2O at a distorted geometry.

HOMO energy: -8.70 eV
Calculated total energy: -9302.805 eV
ΔE to the lowest compared entry with this formula, charge and spin: 82.74 kcal per mole
Total charge: 0
Multiplicity: 1

Each line ends with the Mulliken charge.
CARTESIAN COORDINATES (ANGSTROEM)
C -1.1127 0.7410 0.5128  -0.91
C 0.0787 -0.3026 0.6077  0.60
C -0.2709 -1.6315 0.8952  -0.59
N 0.9652 -2.3183 1.2369  -0.14
C 1.8390 -1.2979 1.5996  -0.17
N 1.2707 -0.1154 1.1274  -0.61
H -1.6716 0.5313 -0.5159  0.23
H -1.8209 1.0446 1.3135  0.30
H -0.4719 1.6133 0.2314  0.29
H -0.9967 -2.0850 0.3659  0.42
H 1.2991 -3.2329 0.8600  0.29
H 2.9481 -1.4963 1.7613  0.30
O -1.8413 3.6542 -4.1569  -0.66
H -1.8161 3.6059 -5.1858  0.34
H -1.5949 2.7674 -3.8176  0.32

=====

Entry 6:
The following is a DFT calculation (ωB97M-V with the def2-TZVPD basis set) of a single C5H8O molecule at a distorted geometry.

HOMO energy: -8.90 eV
Calculated total energy: -7360.014 eV
ΔE to the lowest compared entry with this formula, charge and spin: 51.69 kcal per mole
Total charge: 0
Multiplicity: 1

Each line ends with the Mulliken charge.
CARTESIAN COORDINATES (ANGSTROEM)
C -0.1248 1.3694 0.0718  -0.29
C 1.0911 0.8246 0.0325  -0.35
C 1.2778 -0.6678 0.2507  -0.49
O 0.0589 -1.4204 0.2977  -0.47
C -0.9482 -0.8274 -0.5952  -0.44
C -1.2676 0.4079 0.2188  -0.58
H -0.2744 2.4470 0.0407  0.39
H 1.9893 1.4285 -0.0731  0.37
H 1.7915 -0.8183 1.2141  0.31
H 1.9023 -1.1339 -0.5200  0.32
H -1.8035 -1.5078 -0.6706  0.26
H -0.4670 -0.6883 -1.5672  0.29
H -2.2827 0.8346 0.2003  0.44
H -0.9429 -0.2481 1.0994  0.25

=====

Calculated LUMO, -5.31 -2.96 3.64 -0.01 0.71 1.13 eV (same order as the records).
Calculated gap between HOMO and LUMO, 5.9 6.8 6.2 9.8 9.4 10.0 eV (same order as the records).